C17H16Cl8NO3SiV as an isolated structure in a non-equilibrium geometry, computed with ωB97M-V/def2-TZVPD.

Output
**2S+1**: 2
**Expectation value of S²**: 0.761
**Energy above the lowest of the compared OMol25 structures with the same formula, charge and spin**: 178.1 kcal/mol
**Net charge**: -1
**HOMO level (alpha / beta)**: -0.127 / -0.127 Eh
**LUMO energy (alpha / beta)**: 0.044 / 0.044 Eh

```
47
Properties=species:S:1:pos:R:3:lowdin_charge:R:1
V -1.176 1.876 2.004 -0.140
Cl 0.404 -5.346 -1.528 -0.100
C 0.492 -3.029 -0.684 -0.378
C -1.323 -2.595 0.382 -0.680
Cl -2.836 -3.373 0.835 0.688
C -1.003 -1.316 1.182 -0.592
Cl -2.127 -0.328 2.088 0.800
C 0.626 -0.325 -0.722 -0.271
O 0.671 0.572 0.475 0.082
C 1.805 -1.083 -1.204 -0.563
Cl 3.118 -0.365 -2.134 0.665
C 1.725 -2.434 -1.017 -0.657
Cl 3.193 -3.403 -0.958 0.636
C 1.195 2.420 -2.503 0.007
N -0.038 1.871 -3.157 -0.160
C 0.298 1.048 -4.346 0.007
C -0.989 1.143 -2.224 -0.067
C -0.532 -0.164 -1.674 -0.125
C -1.229 -1.284 -1.852 0.064
C -0.921 -2.554 -1.119 -0.216
C 0.068 -3.171 0.768 -0.143
C 0.382 -1.868 1.573 0.023
C 0.225 -0.742 0.624 -0.353
H 1.687 3.087 -3.210 0.107
H 1.865 1.610 -2.253 0.012
H 0.908 2.964 -1.609 0.068
H -0.573 2.683 -3.456 0.176
H 0.931 0.225 -4.030 0.086
H 0.839 1.659 -5.066 0.103
H -0.612 0.658 -4.797 0.107
H -1.905 0.992 -2.797 0.136
H -1.187 1.837 -1.413 0.064
H -2.095 -1.290 -2.513 0.128
H -1.393 -3.396 -1.630 0.097
H 0.180 -4.119 1.290 0.145
H 0.917 -1.793 2.512 0.155
Cl -0.954 3.686 0.507 -0.091
Si -2.385 3.008 3.567 -0.192
Cl -1.539 4.324 4.964 0.084
Cl -4.439 3.396 3.920 0.020
C 1.270 0.249 4.993 -0.107
O 0.143 0.488 4.149 -0.196
C 0.299 1.522 3.234 -0.644
O 1.361 2.111 3.187 -0.024
H 1.014 -0.605 5.616 0.078
H 1.477 1.118 5.617 0.084
H 2.163 0.033 4.405 0.079
```

C17H16ClN3O2 as an isolated structure in a non-equilibrium geometry, computed with ωB97M-V/def2-TZVPD.

Output
**Energy above the lowest of the compared OMol25 structures with the same formula, charge and spin**: 391.2 kcal/mol
**HOMO level**: -0.295 Eh
**LUMO energy**: -0.021 Eh

```
39
Properties=species:S:1:pos:R:3:lowdin_charge:R:1
C -6.059 -1.833 1.634 -0.037
C -4.836 -1.250 0.745 -0.324
C -3.503 -1.376 1.059 -0.089
C -2.575 -0.942 0.328 -0.059
C -2.882 -0.284 -0.900 -0.180
C -4.293 0.035 -1.044 -0.004
C -5.347 -0.563 -0.186 -0.119
H -6.305 -0.228 -0.759 0.153
H -4.519 0.767 -2.047 0.151
N -1.856 0.470 -1.471 -0.055
N -0.649 0.234 -1.312 -0.115
H -0.426 -0.509 -2.183 0.237
C 0.404 0.929 -1.332 -0.327
C 1.800 0.595 -1.272 -0.170
O 2.190 -0.176 -2.343 0.002
N 2.400 0.831 -0.046 0.095
C 1.755 1.458 0.780 -0.485
O 2.094 1.993 1.850 0.083
C 0.438 1.886 0.086 0.057
H 0.034 2.880 0.235 0.107
H -0.433 1.268 0.705 0.165
C 3.694 0.568 0.232 -0.244
C 4.192 -0.723 -0.122 -0.025
C 5.447 -1.157 0.236 -0.645
C 6.429 -0.129 0.319 -0.144
C 6.110 1.022 0.805 -0.078
C 4.734 1.211 0.569 -0.040
H 4.450 2.570 0.741 0.216
H 6.658 1.676 1.316 0.077
H 7.482 -0.648 0.818 0.180
Cl 6.008 -2.720 -0.307 0.646
H 3.459 -1.577 -0.692 0.184
H 0.304 1.889 -2.014 0.192
H -2.188 0.751 -2.395 0.152
H -1.635 -1.168 0.624 0.085
H -3.385 -1.889 1.973 0.119
H -6.833 -2.267 0.722 0.142
H -6.601 -1.041 2.410 0.126
H -5.758 -2.556 2.241 -0.027
```

C17H16INO5SY as an isolated structure in a non-equilibrium geometry, computed with ωB97M-V/def2-TZVPD.

Output
**Net charge**: +1
**HOMO level**: -0.416 Eh
**LUMO energy**: -0.115 Eh

```
42
Properties=species:S:1:pos:R:3:lowdin_charge:R:1
Y 0.722 1.018 -0.263 1.485
O 0.119 4.951 -0.801 0.135
C 0.338 3.845 -0.389 -0.540
O 0.512 2.763 -1.114 -0.177
C 0.422 3.599 1.123 -0.155
C 0.293 4.648 2.012 0.032
C 0.412 4.384 3.369 -0.007
C 0.651 3.083 3.788 -0.021
C 0.753 2.083 2.840 -0.078
N 0.642 2.330 1.529 -0.017
H 0.107 5.638 1.623 0.133
H 0.329 5.185 4.091 0.124
H 0.762 2.842 4.836 0.119
H 0.945 1.055 3.121 0.127
I 3.264 -7.148 1.008 0.911
C 2.823 -5.151 0.556 -0.711
C 1.720 -4.858 -0.235 -0.133
C 1.437 -3.540 -0.544 -0.005
C 2.242 -2.519 -0.043 -0.139
C 3.341 -2.822 0.757 0.002
C 3.641 -4.140 1.048 -0.128
C 1.887 -1.120 -0.311 -0.533
O 1.129 -0.796 -1.289 -0.118
O 2.250 -0.190 0.486 -0.090
H 1.089 -5.652 -0.610 0.099
H 0.589 -3.296 -1.171 0.118
H 3.963 -2.023 1.138 0.127
H 4.500 -4.382 1.657 0.101
O -1.204 0.282 0.129 -0.617
S -1.940 -0.660 -0.841 1.067
C -3.663 -0.046 -0.853 -0.272
C -4.079 0.236 -2.305 -0.201
C -2.949 -0.215 -3.244 -0.215
C -1.634 -0.004 -2.512 -0.308
H -3.648 0.841 -0.222 0.101
H -4.283 -0.801 -0.374 0.094
H -4.281 1.298 -2.430 0.121
H -4.994 -0.301 -2.546 0.118
H -2.962 0.344 -4.177 0.128
H -3.063 -1.272 -3.493 0.122
H -1.387 1.056 -2.395 0.103
H -0.797 -0.543 -2.951 0.094
```

A single C17H16N2O3S molecule in a non-equilibrium geometry, computed with ωB97M-V/def2-TZVPD.

Output
**Energy above the lowest of the compared OMol25 structures with the same formula, charge and spin**: 318.3 kcal/mol
**SMILES**: C[C@@H]1Cc2ccccc2N1C(=O)CSc1ncccc1C(=O)O
**HOMO level**: -0.297 Eh
**LUMO energy**: -0.012 Eh

```
39
Properties=species:S:1:pos:R:3:lowdin_charge:R:1
C 1.053 1.423 1.397 -0.036
C 1.462 -0.072 1.089 -0.217
C 2.588 -0.277 2.001 -0.180
C 3.800 -0.138 1.253 -0.125
C 5.012 0.023 1.627 0.006
C 6.046 0.465 0.468 0.017
C 5.603 0.193 -0.820 -0.148
C 4.341 0.241 -1.175 -0.162
C 3.349 0.151 -0.392 -0.011
N 1.988 -0.400 -0.379 0.114
C 1.269 -0.716 -1.301 -0.793
O 1.788 -0.827 -2.264 0.179
C -0.140 -1.060 -1.331 -0.201
S -1.333 0.517 -0.921 1.053
C -2.703 -0.439 -0.311 -0.416
N -2.444 -2.022 -0.110 0.137
C -3.450 -2.419 0.571 -0.245
C -4.692 -1.941 0.762 -0.104
C -4.898 -0.596 0.819 0.033
C -3.740 -0.002 0.194 -0.255
C -3.871 1.551 -0.003 -0.192
O -2.799 2.356 -0.581 -0.225
O -5.037 2.216 0.350 0.061
H 0.734 1.550 2.302 0.016
H 0.422 1.819 0.550 0.060
H 1.860 2.104 1.226 0.078
H 0.543 -0.671 1.538 0.177
H 2.529 0.186 2.835 0.057
H 2.598 -1.403 2.357 0.176
H 5.389 -0.132 2.523 0.054
H 7.019 0.368 0.747 0.047
H 6.359 0.770 -1.558 0.156
H 3.963 0.277 -2.363 0.188
H -0.311 -1.755 -0.482 0.072
H -0.365 -1.606 -2.154 0.056
H -3.354 -3.514 0.852 0.139
H -5.482 -2.405 1.366 0.119
H -5.857 0.045 1.116 0.177
H -5.015 3.116 -0.038 0.137
```

An isolated ion of composition C17H16N3O and charge +1 in a non-equilibrium geometry, computed with ωB97M-V/def2-TZVPD.

Output
**Energy above the lowest of the compared OMol25 structures with the same formula, charge and spin**: 31.5 kcal/mol
**Net charge**: +1
**SMILES**: C[n+]1ccn(C(=O)N(c2ccccc2)c2ccccc2)c1
**HOMO level**: -0.416 Eh
**LUMO energy**: -0.142 Eh

```
37
Properties=species:S:1:pos:R:3:lowdin_charge:R:1
C 1.108 -0.417 5.136 0.037
N 0.541 -0.131 3.803 -0.085
C -0.714 -0.584 3.412 -0.011
C -0.900 -0.284 2.079 0.032
N 0.137 0.598 1.683 0.093
C 0.461 1.179 0.436 -0.432
O 1.180 2.183 0.394 0.134
N -0.039 0.594 -0.670 0.051
C 0.172 -0.780 -0.760 -0.261
C -0.910 -1.629 -1.012 -0.016
C -0.619 -3.016 -1.105 -0.017
C 0.739 -3.417 -0.917 -0.088
C 1.809 -2.650 -0.630 -0.077
C 1.507 -1.328 -0.665 0.004
C -0.515 1.375 -1.814 -0.154
C -0.353 0.873 -3.110 -0.018
C -0.786 1.589 -4.207 -0.063
C -1.364 2.844 -4.041 -0.074
C -1.466 3.383 -2.785 -0.091
C -1.083 2.628 -1.729 -0.055
C 1.003 0.634 2.818 0.071
H 0.614 0.245 5.858 0.115
H 0.821 -1.456 5.260 0.098
H 2.219 -0.434 5.231 0.123
H -1.326 -1.269 3.966 0.136
H -1.796 -0.621 1.415 0.176
H -1.944 -1.226 -1.215 0.145
H -1.193 -3.842 -1.404 0.091
H 0.893 -4.478 -0.862 0.104
H 2.730 -3.117 -0.373 0.116
H 2.333 -0.756 -0.357 0.106
H 0.311 -0.026 -3.196 0.137
H -0.625 1.208 -5.210 0.113
H -1.658 3.437 -4.895 0.110
H -1.913 4.389 -2.538 0.139
H -1.367 3.167 -0.809 0.128
H 1.991 1.135 2.814 0.185
```

A 2-piece molecular cluster, C17H16N3O2 overall in a non-equilibrium geometry, computed with ωB97M-V/def2-TZVPD.

Output
**Energy above the lowest of the compared OMol25 structures with the same formula, charge and spin**: 0.0 kcal/mol
**Net charge**: +1
**HOMO level**: -0.400 Eh
**LUMO energy**: -0.188 Eh

```
38
Properties=species:S:1:pos:R:3:lowdin_charge:R:1
C 3.884 0.086 2.419 0.016
O 2.525 0.272 2.852 -0.069
C 1.661 -0.702 2.732 -0.039
C 0.293 -0.396 2.468 -0.192
C -0.640 -1.441 2.225 -0.011
C -1.990 -1.154 2.083 -0.012
C -2.456 0.167 2.097 -0.228
C -3.927 0.440 2.007 -0.027
C -1.523 1.206 2.251 -0.005
C -0.177 0.944 2.457 0.027
H 4.324 1.080 2.417 0.111
H 4.428 -0.562 3.108 0.087
H 3.892 -0.347 1.415 0.111
H 2.052 -1.718 2.571 0.169
H -0.266 -2.461 2.129 0.120
H -2.714 -1.957 1.923 0.133
H -4.137 1.511 1.985 0.086
H -4.371 -0.007 1.112 0.099
H -4.443 0.000 2.869 0.102
H -1.861 2.241 2.187 0.126
H 0.563 1.738 2.573 0.131
O 4.039 -1.802 4.941 0.058
C 3.359 -0.947 5.528 -0.287
C 3.726 0.100 6.502 -0.085
C 2.542 0.767 6.847 -0.202
C 2.501 1.796 7.775 0.000
C 3.713 2.165 8.383 -0.042
C 4.906 1.489 8.061 -0.064
C 4.922 0.444 7.130 0.014
N 1.475 0.217 6.166 0.126
C 1.916 -0.773 5.335 -0.243
N 1.131 -1.830 5.060 0.037
N 0.359 -2.655 4.833 0.305
H 1.560 2.301 7.993 0.117
H 3.741 2.983 9.105 0.116
H 5.839 1.795 8.533 0.110
H 5.823 -0.106 6.857 0.130
H 0.498 0.507 6.229 0.175
```